No. 1
Molecular formula: C16H33NO2OsP2
Method: DFT, ωB97M-V/def2-TZVPD

Summary:
Energy: -43748.0743 eV
Energy above the lowest of the compared OMol25 structures with the same formula, charge and spin: 582.8 kJ/mol
Lowest unoccupied orbital energy (alpha / beta): 0.551 / -0.822 eV
2S+1: 5
Total charge: 0
<S²>: 6.06
Orbital gap (alpha / beta): 6.36 / 6.59 eV
Highest occupied orbital energy (alpha / beta): -0.21343 / -0.27227 hartree

Element x y z (Å)
Os 0.1778 -0.1577 -0.0305
P 2.1580 -0.4025 -0.9514
P -2.2108 0.5948 1.1167
N -0.6940 0.0618 -1.6105
H -0.0086 -1.7042 0.3718
C 2.9461 -2.0850 -1.1310
H 3.9256 -2.0645 -1.6298
H 2.2854 -2.7149 -1.7381
H 3.0840 -2.5523 -0.1488
C 3.6307 0.5078 -0.2294
H 4.5842 0.2804 -0.7270
H 3.7441 0.2911 0.8378
H 3.4778 1.5895 -0.3283
C 2.3421 0.1840 -2.7137
H 3.3575 0.0580 -3.1151
H 2.0923 1.2504 -2.7649
H 1.6518 -0.3865 -3.3455
C -3.0661 -0.8837 1.8048
H -4.0154 -0.5456 2.2404
H -2.4849 -1.4144 2.5717
H -3.2651 -1.5756 0.9778
C -2.1705 1.7901 2.5128
H -3.1601 1.9295 2.9770
H -1.6881 2.6913 2.1149
H -1.5004 1.4858 3.3194
C -3.3441 1.3934 -0.0663
H -4.2869 1.6039 0.4893
H -3.5240 0.6895 -0.9066
H -2.8640 2.3332 -0.4166
C -1.2039 0.2191 -2.8672
C -2.1579 -0.7071 -4.9812
C -1.6398 -0.8927 -3.7066
C -1.3453 1.5252 -3.4880
C -1.8696 1.6982 -4.7653
C -2.2771 0.5854 -5.5136
H -2.4791 -1.5779 -5.5795
H -1.5346 -1.8919 -3.2641
H -1.0112 2.3743 -2.8791
H -1.9629 2.7144 -5.1805
H -2.6888 0.7283 -6.5165
C 1.5774 -0.2573 2.9004
O 1.8005 0.4583 1.9076
C 2.1497 -1.6311 2.6021
H 2.2859 -2.2933 3.4380
H 3.0676 -1.4683 2.0570
H 1.4242 -2.0832 1.9178
C 2.0569 0.4293 4.2577
H 1.6485 -0.0166 5.1385
H 1.6679 1.4524 4.1830
H 3.1654 0.4839 4.3936
C -0.2767 -0.6098 3.5005
O -0.4385 0.3831 1.7033
H -1.3581 -0.6961 3.4604
H -0.1036 0.3648 3.9460
H 0.3287 -1.5392 3.8548

natural (NBO) atomic charges, in units of e: Os 0.6331; P 1.1738; P 1.3755; N -0.6132; H -0.0546; C -0.9476; H 0.2274; H 0.2368; H 0.2356; C -0.9388; H 0.2230; H 0.2500; H 0.2362; C -0.9428; H 0.2253; H 0.2374; H 0.2436; C -0.9566; H 0.2270; H 0.2453; H 0.2490; C -0.9635; H 0.2139; H 0.2446; H 0.2392; C -0.9824; H 0.2268; H 0.2580; H 0.2515; C 0.0984; C -0.2031; C -0.2518; C -0.2002; C -0.2314; C -0.2508; H 0.2141; H 0.2134; H 0.2008; H 0.2147; H 0.2099; C 0.5196; O -0.6543; C -0.7112; H 0.2073; H 0.2199; H 0.2324; C -0.6917; H 0.2056; H 0.2154; H 0.2227; C -0.5047; O -0.9469; H 0.1897; H 0.2086; H 0.2203

No. 2
Molecular formula: C16H33NO4P
Method: DFT, ωB97M-V/def2-TZVPD

Summary:
Energy: -36096.4612 eV
Lowest unoccupied orbital energy (alpha / beta): 0.791 / 0.534 eV
2S+1: 2
Total charge: 0
<S²>: 0.75
Orbital gap (alpha / beta): 9.03 / 9.94 eV
Highest occupied orbital energy (alpha / beta): -0.30289 / -0.34583 hartree

Element x y z (Å)
C -6.3504 -3.2787 1.6622
C -5.2924 -2.2011 1.8755
O -4.5186 -2.0418 0.6594
P -3.0662 -1.4230 0.8726
O -3.0147 -0.5589 2.0463
C -2.6220 -0.4586 -0.6054
C -1.5488 0.5497 -0.1637
C -0.6174 0.9714 -1.3059
C 0.8488 0.9923 -0.8848
C 1.7377 1.6500 -1.9492
C 3.1558 1.9212 -1.4073
C 4.1848 1.5164 -2.4971
C 3.4031 3.4134 -1.1359
N 3.4527 1.0934 -0.2201
O 3.7057 -0.1355 -0.5010
C 2.5189 1.2990 0.9248
C 2.3265 -0.0189 1.6759
C 3.0629 2.2839 1.9721
C 1.1249 1.7312 0.4240
O -1.9979 -2.5986 1.0661
C -1.6507 -3.3444 -0.1195
C -0.2362 -3.0552 -0.5340
H -7.2790 -2.9159 2.0840
H -6.5022 -3.5013 0.6155
H -6.0852 -4.1664 2.2169
H -4.6565 -2.5007 2.6926
H -5.7560 -1.2545 2.1121
H -2.3004 -1.0791 -1.4324
H -3.5310 0.0653 -0.8737
H -0.9370 0.0618 0.5828
H -2.0467 1.3831 0.3018
H -0.8928 1.9219 -1.7570
H -0.7167 0.2252 -2.0907
H 1.1794 -0.0394 -0.8265
H 1.7508 1.0137 -2.8274
H 1.2934 2.5935 -2.2547
H 4.2704 2.2987 -3.2380
H 5.1334 1.3221 -2.0158
H 3.8505 0.6373 -3.0237
H 3.7550 3.9001 -2.0304
H 4.2174 3.4855 -0.4250
H 2.5201 3.9237 -0.7737
H 1.7317 0.2265 2.5496
H 3.2655 -0.4498 1.9902
H 1.7388 -0.7257 1.1101
H 3.5993 3.1109 1.5314
H 2.2131 2.6420 2.5432
H 3.6914 1.7331 2.6575
H 1.1199 2.7891 0.1793
H 0.4412 1.4812 1.2207
H -2.3426 -3.1747 -0.9381
H -1.7153 -4.3932 0.1447
H 0.1191 -3.7903 -1.2417
H 0.4008 -3.0603 0.3417
H -0.1366 -2.0707 -0.9804

natural (NBO) atomic charges, in units of e: C -0.6328; C -0.0589; O -0.8261; P 2.3930; O -1.1235; C -0.7993; C -0.4032; C -0.3850; C -0.2071; C -0.4005; C 0.0969; C -0.5920; C -0.6186; N 0.0159; O -0.3895; C 0.1099; C -0.5994; C -0.6104; C -0.4261; O -0.8019; C -0.0745; C -0.6308; H 0.2122; H 0.2243; H 0.2092; H 0.1933; H 0.1887; H 0.2263; H 0.2479; H 0.2124; H 0.2293; H 0.2005; H 0.1946; H 0.2085; H 0.2117; H 0.2014; H 0.1994; H 0.2239; H 0.2142; H 0.2194; H 0.2172; H 0.2059; H 0.2049; H 0.2259; H 0.2104; H 0.2137; H 0.2115; H 0.2135; H 0.2024; H 0.2292; H 0.1760; H 0.1895; H 0.2200; H 0.2261; H 0.2006

No. 3
Molecular formula: C16H33O9S4Ti
Method: DFT, ωB97M-V/def2-TZVPD

Summary:
Energy: -102006.4674 eV
Lowest unoccupied orbital energy (alpha / beta): 0.234 / 0.082 eV
2S+1: 4
Total charge: 0
<S²>: 3.75
Orbital gap (alpha / beta): 5.00 / 10.10 eV
Highest occupied orbital energy (alpha / beta): -0.17510 / -0.36813 hartree

Element x y z (Å)
Ti 4.8984 -6.2142 17.0745
O 4.7240 -6.8339 15.2476
H 4.1947 -6.0807 14.8014
C 5.8677 -7.4387 11.9972
C 6.7752 -8.3554 12.9326
C 8.2346 -7.7190 12.9712
S 7.9302 -5.9484 12.7876
O 8.9411 -5.4092 11.8741
O 7.7290 -5.4129 14.1070
C 6.2736 -5.9940 12.1429
H 4.8792 -7.6181 12.3800
H 5.6874 -7.6884 10.9548
H 6.8219 -9.4104 12.6997
H 6.3624 -8.2423 13.9346
H 8.9022 -8.0593 12.1852
H 8.8185 -7.8745 13.8830
H 6.2313 -5.3621 11.2096
H 5.7850 -5.4211 12.9535
C 1.6643 -2.4500 18.2766
C 1.5143 -3.9101 18.6320
C 1.2386 -4.7955 17.3978
S 2.3209 -3.9686 16.2316
O 1.9110 -4.2272 14.8620
O 3.6786 -4.2186 16.6434
C 1.9155 -2.3370 16.7602
H 2.4887 -2.0389 18.7890
H 0.7759 -1.8587 18.5814
H 0.7232 -4.0389 19.4188
H 2.3790 -4.2284 19.2130
H 0.2258 -4.7974 17.0031
H 1.6561 -5.8163 17.6155
H 1.0253 -1.9716 16.2235
H 2.7218 -1.6378 16.5005
C 3.3182 -10.2181 15.0037
C 3.9200 -9.9334 16.4504
C 4.4975 -11.3161 16.8113
S 5.2261 -11.8979 15.3877
O 4.7934 -13.2697 15.2373
O 6.6315 -11.5549 15.5305
C 4.4794 -10.8490 14.2169
H 2.9895 -9.3228 14.5008
H 2.4382 -10.9026 15.1293
H 3.2238 -9.5248 17.1888
H 4.7177 -9.2281 16.2869
H 3.5997 -11.9307 17.0835
H 5.2864 -11.3552 17.5307
H 4.2035 -11.4434 13.3403
H 5.2035 -10.1099 13.9803
C 7.8674 -8.4322 18.6539
C 7.8913 -8.0529 17.1250
C 8.4379 -6.6588 16.9833
S 7.9720 -5.7554 18.3942
O 6.5661 -5.3026 18.2360
O 8.9282 -4.7399 18.7540
C 7.8896 -7.1531 19.4974
H 8.7713 -9.0650 18.7894
H 7.0055 -9.1018 18.9511
H 6.8625 -8.0999 16.6628
H 8.4771 -8.7081 16.5299
H 7.9201 -6.1239 16.1675
H 9.5529 -6.6506 16.8317
H 6.9876 -6.9977 20.1367
H 8.7787 -7.0002 20.1110

natural (NBO) atomic charges, in units of e: Ti 0.8172; O -1.2740; H 0.4418; C -0.4265; C -0.4103; C -0.6665; S 2.1588; O -0.9285; O -0.9758; C -0.6791; H 0.2358; H 0.2221; H 0.2280; H 0.2398; H 0.2419; H 0.2405; H 0.2554; H 0.2683; C -0.4072; C -0.4306; C -0.6741; S 2.1757; O -0.9175; O -1.0414; C -0.6863; H 0.2263; H 0.2218; H 0.2315; H 0.2381; H 0.2492; H 0.2766; H 0.2532; H 0.2662; C -0.3979; C -0.3973; C -0.7180; S 2.2025; O -0.9449; O -0.9672; C -0.7015; H 0.2384; H 0.2087; H 0.2380; H 0.2198; H 0.2449; H 0.2565; H 0.2595; H 0.2534; C -0.4198; C -0.4061; C -0.7273; S 2.1888; O -1.0371; O -0.8980; C -0.6835; H 0.2266; H 0.2430; H 0.2211; H 0.2383; H 0.3003; H 0.2657; H 0.2701; H 0.2528